1.
Computed, not measured: a molecular structure, C2H5NOS at a distorted geometry, with wB97M-V/def2-TZVPD.

The calculation puts the strongest force on any atom at 5.95 eV Å⁻¹. The calculation puts the relative energy (zero: lowest compared OMol25 entry of this formula, charge and spin) at 496.57 kJ/mol. The value obtained for the gap between HOMO and LUMO is 9.2 eV. Its multiplicity is 1. The HOMO energy comes out at -9.3 eV.

```
10
Properties=species:S:1:pos:R:3:nbo_charge:R:1
C 0.69 1.55 0.89 -0.8506
C 0.04 -0.73 -0.50 0.5280
H 1.49 2.15 0.10 0.2530
H 0.03 2.27 1.88 0.2624
H 1.33 0.35 1.36 0.2888
H -0.69 -2.47 -1.50 0.4021
H -2.31 -1.31 -0.64 0.4051
N -0.98 -1.46 -1.25 -0.8952
O 1.02 -1.27 -0.10 -0.5658
S -0.62 0.92 -0.24 0.1721
```

=====

2.
Computed, not measured: a molecular structure, C2H5NOS at a distorted geometry, with wB97M-V/def2-TZVPD.

The calculation puts the strongest force on any atom at 6.17 eV Å⁻¹. The calculation puts the relative energy (zero: lowest compared OMol25 entry of this formula, charge and spin) at 527.41 kJ/mol. The value obtained for the gap between HOMO and LUMO is 8.9 eV. Its multiplicity is 1. The HOMO energy comes out at -8.8 eV.

```
10
Properties=species:S:1:pos:R:3:nbo_charge:R:1
C -1.51 -0.39 0.18 -0.4582
C 0.75 0.27 0.11 -0.2097
H -1.12 -1.40 0.50 0.2590
H -1.54 0.21 1.19 0.1764
H -2.84 -0.40 -0.23 0.1985
H -1.63 2.01 -1.44 0.4831
H 1.53 1.09 0.15 0.2374
N -0.62 0.41 -0.57 -0.1787
O -0.87 1.76 -0.66 -0.5759
S 1.34 -1.10 0.46 0.0683
```

=====

3.
Computed, not measured: a single C2H5NOS molecule, with wB97M-V/def2-TZVPD.

The calculation puts the strongest force on any atom at 0.60 eV Å⁻¹. The calculation puts the relative energy (zero: lowest compared OMol25 entry of this formula, charge and spin) at 46.51 kJ/mol. The value obtained for the gap between HOMO and LUMO is 10.5 eV. Its multiplicity is 1. The HOMO energy comes out at -9.8 eV.

```
10
Properties=species:S:1:pos:R:3:nbo_charge:R:1
C 1.07 1.38 0.00 -0.7269
C 1.02 -0.14 0.01 0.6809
O 2.00 -0.85 0.00 -0.5896
N -0.24 -0.72 0.03 -0.7890
S -1.74 0.04 -0.09 0.2018
H 0.57 1.80 -0.87 0.2387
H 2.14 1.66 -0.01 0.2441
H 0.55 1.80 0.88 0.2341
H -0.23 -1.74 0.01 0.4122
H -2.05 0.18 1.20 0.0936
```

=====

4.
Computed, not measured: a molecular structure, C2H5NOS at a distorted geometry, with wB97M-V/def2-TZVPD.

The calculation puts the strongest force on any atom at 7.41 eV Å⁻¹. The calculation puts the relative energy (zero: lowest compared OMol25 entry of this formula, charge and spin) at 258.80 kJ/mol. The value obtained for the gap between HOMO and LUMO is 9.7 eV. Its multiplicity is 1. The HOMO energy comes out at -9.4 eV.

```
10
Properties=species:S:1:pos:R:3:nbo_charge:R:1
C -0.11 -1.24 -0.01 -0.7377
C -0.40 0.03 -0.82 0.6601
H 0.98 -1.42 0.00 0.2431
H -0.78 -2.13 -0.31 0.2421
H -0.33 -1.03 1.02 0.2179
H 0.55 1.87 -0.90 0.4043
H 0.07 1.65 2.04 0.1020
N -0.26 1.19 -0.14 -0.7621
O -0.56 -0.09 -1.98 -0.5509
S 0.85 1.19 1.10 0.1813
```

=====

5.
Computed, not measured: 2 unconnected molecules or ions with the total composition C2H5NOS at a distorted geometry, with wB97M-V/def2-TZVPD.

The calculation puts the strongest force on any atom at 4.39 eV Å⁻¹. The calculation puts the relative energy (zero: lowest compared OMol25 entry of this formula, charge and spin) at 413.93 kJ/mol. The value obtained for the gap between HOMO and LUMO (spin up / spin down) is 8.3 / 8.3 eV. Its multiplicity is 1. The HOMO energy (spin up / spin down) comes out at -8.4 / -8.4 eV.

```
10
Properties=species:S:1:pos:R:3:nbo_charge:R:1
C -1.17 -1.50 0.42 -0.4739
C -0.60 -0.34 0.40 -0.2481
N 2.02 1.31 -0.03 -1.0371
O 2.07 -1.13 -0.72 -0.9244
S 1.85 -0.38 0.50 1.2988
H -2.29 -1.64 0.57 0.2082
H -0.67 -2.50 0.48 0.2156
H -1.06 0.59 0.65 0.1879
H 2.56 1.21 -0.91 0.3930
H 2.47 1.92 0.65 0.3800
```

=====

6.
Computed, not measured: a single C2H5NOS molecule at a distorted geometry, with wB97M-V/def2-TZVPD.

The calculation puts the strongest force on any atom at 4.67 eV Å⁻¹. The calculation puts the relative energy (zero: lowest compared OMol25 entry of this formula, charge and spin) at 351.02 kJ/mol. The value obtained for the gap between HOMO and LUMO is 8.9 eV. Its multiplicity is 1. The HOMO energy comes out at -8.7 eV.

```
10
Properties=species:S:1:pos:R:3:nbo_charge:R:1
C -1.68 -0.29 -0.97 -0.6802
C -0.27 -0.12 -0.28 0.1398
S -0.21 1.27 0.75 -0.2260
N 0.74 -0.90 -0.64 -0.3231
O 1.67 -1.08 0.49 -0.5202
H -2.21 -0.45 0.10 0.2832
H -2.00 0.51 -1.68 0.2567
H -1.51 -1.20 -1.71 0.1872
H 0.47 -1.64 -1.22 0.3920
H 1.72 -0.11 0.64 0.4906
```